Here is C6H17NO7SZn as an isolated structure at a distorted geometry from the Open Molecules 2025 dataset. Energies are from ωB97M-V with the def2-TZVPD basis set.

Orbital gap: 7.184 eV
E_tot: -2997.721435 a.u.

Structure (XYZ):
```
33
Properties=species:S:1:pos:R:3:forces:R:3
Zn -0.1831 -0.3037 0.6538 0.34 -0.43 -0.16
S -0.4039 0.4644 3.0521 -0.28 -2.40 3.49
O 0.2223 1.5308 3.7484 0.72 1.98 0.34
O -1.3327 -0.2860 3.8937 0.70 -0.46 -0.04
O -1.1586 0.8027 1.8541 -3.07 2.98 -3.10
O 0.6692 -0.3541 2.3718 1.43 -1.65 1.23
C 0.2557 -3.2386 -0.2631 -1.53 1.57 0.20
C -0.9398 -3.2019 0.6511 -0.71 -0.38 1.59
O -1.5609 -1.9155 0.7470 0.48 -0.24 -1.11
O 0.8366 -1.8940 -0.1213 0.57 -2.69 -1.13
H -0.1665 -3.3942 -1.2560 0.82 0.07 -0.44
H 0.8981 -4.0431 0.0949 0.28 0.24 -0.38
H -0.5490 -3.4635 1.6344 -0.43 -0.04 0.29
H -1.7281 -3.8873 0.3397 0.37 -0.44 0.00
H -2.4408 -1.9802 1.1255 0.09 0.14 0.36
H 1.6148 -1.9356 -0.6819 0.30 0.66 0.11
C 1.5223 3.3558 -0.4696 -0.30 0.79 0.12
C 0.7199 2.0861 -0.1987 -2.90 2.81 -3.99
C 0.0147 1.5188 -1.5094 0.59 1.66 0.37
O -0.7758 0.3924 -1.1731 -0.02 0.39 -0.42
C -1.4861 -0.1421 -2.2529 -1.40 -0.23 -0.89
N 1.5248 1.0610 0.2036 2.71 -1.34 1.28
H 2.4314 3.3071 -1.0689 0.08 -0.72 -0.12
H 1.8173 3.6847 0.5268 0.16 0.35 -0.03
H 0.9519 4.1592 -0.9358 -0.31 0.00 0.21
H -0.0286 2.3841 0.5355 -0.20 -0.52 0.04
H 0.7613 1.2556 -2.2586 0.57 -0.54 0.15
H -0.5229 2.2880 -2.0638 -0.80 0.07 0.46
H -0.8849 -0.4314 -3.1149 0.52 -0.14 0.23
H -2.2280 0.5490 -2.6529 0.16 0.65 0.11
H -2.1359 -0.9674 -1.9620 0.60 -0.26 0.50
H 1.9959 1.4612 1.0024 0.04 -0.95 1.29
H 2.2894 1.1377 -0.4518 0.41 -0.95 -0.56
```
Positions in Å, forces in eV/Å.